No. 1
{
  "formula": "C30H48F15NO11",
  "method": "wB97M-V/def2-TZVPD",
  "elements": ["F", "F", "F", "F", "F", "F", "F", "F", "F", "F", "F", "F", "F", "F", "F", "O", "O", "O", "O", "O", "O", "O", "O", "O", "O", "O", "N", "C", "C", "C", "C", "C", "C", "C", "C", "C", "C", "C", "C", "C", "C", "C", "C", "C", "C", "C", "C", "C", "C", "C", "C", "C", "C", "C", "C", "C", "C", "H", "H", "H", "H", "H", "H", "H", "H", "H", "H", "H", "H", "H", "H", "H", "H", "H", "H", "H", "H", "H", "H", "H", "H", "H", "H", "H", "H", "H", "H", "H", "H", "H", "H", "H", "H", "H", "H", "H", "H", "H", "H", "H", "H", "H", "H", "H", "H"],
  "positions_angstrom": [[0.54878, 6.30568, 3.91794], [-8.25203, -0.07315, 0.30719], [5.36672, 1.52989, 4.68081], [-0.96824, -1.69082, -5.54489], [0.33705, 0.76958, -6.56605], [0.68867, 2.53689, -5.12596], [0.07082, 5.42303, 5.84199], [3.61700, 1.60800, 6.20915], [-0.10820, -3.79455, -5.69109], [-0.49278, 2.73308, -6.91083], [4.85613, -0.19843, 5.88274], [-2.34919, -3.41719, -5.42603], [-8.47771, -1.67709, -1.09070], [2.07704, 5.31342, 5.12294], [-8.69187, -1.93353, 1.02009], [0.19251, -2.26931, -3.12298], [0.16976, 3.00103, 4.68463], [-1.14608, 1.66007, -3.73968], [-6.12614, -2.80646, 0.01176], [0.05191, -0.92077, 0.86911], [-5.70695, -0.73594, 0.79276], [2.70461, -0.76143, 4.61555], [-2.36186, 0.92323, -5.54438], [-1.69988, -3.38381, -2.74938], [0.29021, 4.02410, 2.78465], [3.38048, 0.58465, 3.03659], [2.75666, 0.30698, -1.78496], [-0.78244, -2.94510, -3.54566], [4.68693, -1.58837, -2.78634], [2.01087, 1.23332, -0.80354], [2.11418, 2.76502, -1.17956], [-0.73737, 0.72394, 5.17524], [-2.65649, -4.17102, -0.71060], [-0.21179, 1.77003, 4.09606], [4.86689, -0.12263, -3.12730], [-3.90182, 0.47545, 1.46848], [3.29230, 0.31644, 4.15515], [1.92374, -1.66647, 3.71876], [-2.21408, 1.44097, -2.67042], [-7.91724, -1.32587, 0.14604], [2.53161, -1.09931, -1.44116], [3.26351, -1.99578, -2.37773], [2.05691, 0.44913, -3.16027], [-0.88233, -1.73574, 1.52038], [0.37394, 4.07562, 3.97715], [-1.83674, 1.70623, -1.32223], [1.44934, 3.65745, -0.11231], [-4.31009, -0.89156, 1.02464], [-1.09106, -3.06776, -5.04515], [-6.48143, -1.69065, 0.34380], [4.23048, 0.60613, -1.92902], [4.38152, 0.82950, 5.28714], [1.01391, -2.49347, 4.53857], [-1.39759, 1.48482, -5.06253], [-1.58746, -3.20456, -1.38976], [-0.16308, 1.87898, -5.97766], [0.78836, 5.27892, 4.74815], [-2.95023, 0.54270, 1.56436], [-1.78838, -2.07639, -1.17013], [2.59703, -2.19496, -3.10336], [-3.70645, -3.98164, -1.14158], [1.35907, -1.13305, 3.01753], [-4.32810, -1.50937, 1.82144], [2.79494, -1.28842, -0.29174], [3.41674, -3.14548, -2.23224], [2.08535, 3.61751, 0.89805], [1.52941, -3.16316, 5.12069], [0.91739, 0.69206, -0.64232], [1.71725, 2.70649, -2.23029], [-2.52107, -5.35826, -1.05741], [2.51397, 1.46277, -3.47434], [-3.78714, -1.12660, 0.06552], [0.34161, -2.12563, 5.11703], [-0.98244, 2.06977, 3.38218], [4.44370, 0.28057, -4.01654], [-0.83090, -1.53383, 2.66841], [-1.37485, 2.55691, -1.38052], [1.47793, -1.35300, -1.28099], [-3.08121, 2.13615, -2.78675], [-2.45112, 1.65419, -0.52070], [-1.54575, 1.00724, 5.71829], [-1.09100, -0.13474, 4.60137], [2.54032, -2.30562, 3.12842], [0.00739, 0.17041, 5.80155], [-2.56932, 0.30252, -2.63977], [0.67588, 1.28503, 3.36306], [-0.99889, 1.02273, -0.96390], [0.53995, 3.16273, 0.18732], [-2.89365, -4.21861, 0.33848], [0.20960, -2.91452, 4.05212], [-2.00431, -1.68911, 1.37075], [4.29369, 1.70204, -2.15680], [5.91657, 0.05824, -3.23787], [5.50804, -1.96912, -1.93168], [2.22565, -0.16867, -3.96913], [-0.63850, -2.75123, 1.50862], [2.63301, 1.23450, 0.09243], [0.95969, 0.44600, -2.96010], [3.15107, 3.01717, -1.27440], [5.10821, -2.01687, -3.80365], [4.73709, 0.36936, -0.93199], [-4.24687, 1.15292, 0.63251], [-4.32405, 0.52317, 2.42852], [1.44649, 4.80774, -0.56668], [-0.57370, -3.57343, -1.15311]],
  "atomic_forces_ev_per_a": [[0.29, 0.37, 0.49], [0.94, 2.00, -0.22], [-1.07, -0.27, 1.13], [-0.05, -3.14, 1.09], [0.24, 1.13, 0.88], [0.57, -0.99, -1.28], [-0.56, 0.16, 0.63], [2.08, -0.86, -1.32], [-2.07, 0.94, 1.05], [-0.24, 0.24, -0.63], [1.07, -0.87, 1.20], [2.24, -0.22, 0.91], [1.82, 0.11, 1.11], [-0.21, -0.31, -0.47], [-0.01, -1.67, 1.19], [-2.41, -2.32, -2.08], [0.67, -0.03, 3.03], [-0.82, 0.35, 0.88], [-0.35, 1.05, 0.59], [-1.41, -0.51, -0.22], [-2.34, 1.01, -0.58], [-1.21, -0.98, 0.79], [1.37, 1.40, 0.73], [-1.54, -1.29, -3.12], [0.05, 1.16, -0.84], [-0.03, 2.28, -4.16], [-1.04, -0.54, -1.96], [2.56, 3.08, 2.34], [2.67, -1.47, -1.59], [-0.57, -0.21, 0.76], [-1.24, -2.13, -1.24], [3.22, -1.27, -2.72], [-1.57, -2.36, -3.16], [1.04, -2.16, -1.57], [-0.57, -0.13, 2.98], [-5.34, -0.38, -2.47], [2.42, -2.32, 3.35], [-0.33, 0.77, 0.84], [-3.44, -3.25, -2.49], [-3.68, 0.20, -1.43], [0.74, -1.95, 5.35], [2.89, -2.90, 0.77], [-0.06, 4.56, 1.81], [0.72, 2.73, 1.91], [0.08, -3.07, -1.78], [4.79, -4.30, 0.34], [2.23, 1.54, 0.06], [0.20, 1.83, -3.05], [0.39, 2.53, -2.77], [2.33, -2.14, -1.39], [0.93, 1.83, 0.36], [-3.81, 1.78, -1.66], [3.29, -0.98, -2.25], [-1.53, -2.08, 0.17], [-0.61, 0.10, 3.43], [-0.82, 0.02, 2.14], [0.29, 1.46, -0.03], [6.51, 0.39, 0.49], [0.79, -2.06, 0.05], [-1.88, 0.28, -3.70], [1.54, 0.12, 0.30], [-0.67, 1.44, -1.11], [1.20, -2.87, 2.07], [0.21, 0.83, -2.21], [-0.54, 1.91, 1.54], [-1.13, 0.34, -2.34], [1.18, -2.03, 1.18], [2.84, 1.59, -0.06], [-0.24, 1.44, 1.05], [0.19, 3.18, 0.85], [-1.57, -1.35, 0.05], [-0.48, -0.71, 1.00], [-3.29, 4.32, 4.64], [-0.23, -0.63, 0.04], [-0.70, -0.35, -0.92], [-0.30, -0.07, -0.93], [2.47, 5.57, 0.56], [-0.14, 0.48, -0.85], [0.56, -0.79, -1.29], [-2.86, -0.03, 1.66], [-2.17, 1.43, 1.77], [-0.20, 0.14, -0.54], [1.16, -0.21, -0.09], [-0.12, 1.33, -0.29], [0.56, 2.38, -1.20], [-2.16, 1.38, 2.19], [-0.89, 0.32, -0.47], [-0.87, 0.76, -0.10], [0.96, 0.60, 0.56], [-0.78, -2.06, -2.73], [0.79, 0.35, -0.65], [-0.06, -0.88, 0.67], [0.67, 0.51, 0.42], [-2.22, 1.33, -2.15], [0.99, -2.11, -0.87], [0.41, -2.26, -0.46], [-0.45, -1.01, 0.45], [0.95, 0.41, -0.14], [0.61, 0.17, 0.03], [-1.29, -0.44, 2.12], [-0.78, 0.31, -1.36], [0.07, -0.15, 1.56], [-0.95, 1.34, 1.14], [-0.54, -3.10, 1.63], [-0.36, 0.92, 0.59]],
  "total_energy_ha": -3551.88803,
  "homo_energy_ev": -6.81,
  "gap_ev": 6.9970,
  "largest_force_ev_per_a": 7.1,
  "e_lumo_ev": 0.19,
  "relative_energy_ev": 1.015
}

No. 2
{
  "formula": "CH53BBrO28P",
  "method": "wB97M-V/def2-TZVPD",
  "elements": ["Br", "P", "O", "O", "O", "O", "O", "O", "O", "O", "O", "O", "O", "O", "O", "O", "O", "O", "O", "O", "O", "O", "O", "O", "O", "O", "O", "O", "O", "O", "C", "B", "H", "H", "H", "H", "H", "H", "H", "H", "H", "H", "H", "H", "H", "H", "H", "H", "H", "H", "H", "H", "H", "H", "H", "H", "H", "H", "H", "H", "H", "H", "H", "H", "H", "H", "H", "H", "H", "H", "H", "H", "H", "H", "H", "H", "H", "H", "H", "H", "H", "H", "H", "H", "H"],
  "positions_angstrom": [[-2.44382, 0.19986, -4.58272], [-0.75705, 0.17172, -3.02161], [4.77555, 2.39414, 0.08830], [4.03867, -2.83560, 5.25702], [4.06052, -0.61494, 2.66922], [-2.39247, -3.36188, -6.04775], [-4.28744, -5.07844, -3.99487], [1.87839, -1.02742, 0.86739], [6.20733, 0.08022, 1.12485], [-5.05750, -3.18125, -0.36406], [4.64858, 3.48660, 2.79316], [-2.92009, 0.40514, 0.58407], [-5.43261, -1.04480, -2.36340], [1.65669, -1.43117, -1.88459], [-6.12459, 2.26638, -1.26923], [-3.66744, 0.97923, -1.45256], [-4.69514, 1.32932, 2.63749], [1.36565, 2.20164, 4.12639], [-7.10741, 3.38812, 2.58471], [9.88557, -1.95375, 0.49661], [2.25889, -0.58478, 5.01605], [8.86682, -0.15614, 2.54666], [-7.41229, 3.07261, -5.09715], [-5.76268, 0.43742, -4.85681], [6.10676, -1.10822, 4.65401], [2.53682, 3.84322, -1.58063], [1.75925, 2.01423, 1.10583], [-0.31675, 1.79932, -2.78564], [0.09978, -2.11916, -4.98577], [-7.81361, -1.16064, -0.67980], [-2.80454, 0.42100, -0.68497], [-1.48506, -0.34334, -1.28711], [-4.19765, 1.09751, 1.81913], [-5.54851, -3.78800, 0.19587], [1.53253, 1.07168, 1.04628], [-1.61708, -1.55866, -1.35094], [-8.55306, -0.61658, -0.96254], [9.38866, 0.41394, 3.11860], [3.46583, -2.65249, 4.50381], [1.97640, 3.32001, -0.99013], [-1.71109, -2.83404, -5.60027], [-7.18508, -1.10653, -1.41947], [1.01077, 2.50669, 4.96642], [0.66091, -1.85400, -4.24068], [5.55784, -1.61923, 5.27137], [3.88878, 2.01049, 0.03276], [6.63868, -0.52568, 5.20228], [0.69260, -2.46753, -5.65923], [10.76509, -2.24007, 0.75578], [1.52335, -0.22541, 4.50390], [3.06899, 4.38660, -0.99443], [1.57172, 2.22987, 2.02660], [7.06187, -0.33710, 1.26919], [2.11122, -1.00491, 1.80286], [-0.67583, 2.29912, -3.52700], [-0.54916, -0.08572, -0.53166], [3.47765, -3.32208, 5.86677], [-5.02128, -4.78836, -4.54551], [-5.72933, -2.76320, -0.91544], [4.91538, -1.03533, 2.81805], [-7.54218, 3.59051, 3.41650], [8.31108, -0.66509, 3.15414], [-2.78725, -3.85386, -5.32145], [4.27864, 0.14989, 2.12494], [-6.28077, 2.35355, -0.32344], [4.69128, 4.34958, 2.36908], [2.35514, -2.07271, -1.71558], [-4.69040, -5.56801, -3.27299], [4.96005, 2.41688, 1.03602], [6.39293, 0.86599, 0.59532], [-6.73436, 2.38721, -4.99662], [2.96283, -0.70155, 4.35741], [-6.51105, 2.64849, 2.78869], [-4.93460, -0.26786, -2.01899], [-6.95989, 3.86943, -4.80841], [2.06824, -0.58395, -1.68533], [9.47732, -1.64022, 1.31627], [4.37500, 3.66460, 3.69699], [2.22299, 1.81862, 4.35027], [-3.99108, 1.48116, 3.27232], [-6.56012, 0.11374, -5.28593], [0.97698, -1.37811, 0.82584], [-5.61894, -0.17311, -4.11121], [-4.77618, -1.75254, -2.35948], [-5.20004, 1.91626, -1.30808]],
  "atomic_forces_ev_per_a": [[-0.13, 0.35, 0.16], [0.85, -0.34, 0.59], [0.41, -0.10, 0.15], [0.19, -0.33, -0.02], [-0.41, -0.17, 0.52], [0.12, -0.17, 0.03], [-0.02, -0.14, -0.21], [-0.11, 0.08, 0.48], [0.26, 0.00, -0.01], [-0.04, -0.45, -0.15], [0.22, 0.06, 0.16], [-0.34, 0.33, -0.18], [-0.39, -0.35, -0.27], [0.40, -0.45, -0.41], [0.07, 0.10, 0.03], [-0.32, -0.30, 0.00], [-0.24, 0.24, 0.31], [0.27, 0.04, 0.05], [-0.03, -0.07, 0.20], [-0.03, -0.15, 0.07], [-0.06, 0.02, -0.11], [-0.08, -0.38, 0.33], [0.08, 0.06, -0.27], [-0.37, 0.07, -0.32], [0.48, -0.03, 0.18], [-0.06, 0.06, 0.00], [0.40, -0.23, 0.16], [-0.67, -0.06, -0.31], [0.28, -0.52, -0.33], [-0.29, -0.34, -0.22], [-0.03, -0.09, 0.55], [-0.41, 0.29, 0.10], [0.23, -0.32, -0.57], [-0.04, 0.08, 0.08], [-0.15, -0.02, -0.42], [-0.09, 0.03, -0.06], [0.07, 0.13, 0.05], [0.04, 0.08, -0.10], [-0.03, 0.05, 0.02], [-0.11, -0.02, -0.09], [-0.03, 0.21, -0.04], [0.36, 0.25, 0.17], [-0.13, -0.01, -0.04], [-0.36, 0.37, 0.14], [-0.15, -0.10, -0.26], [-0.11, 0.18, 0.00], [-0.13, 0.10, 0.02], [0.04, -0.01, 0.05], [0.01, -0.02, -0.01], [-0.06, -0.03, 0.05], [0.06, -0.14, 0.09], [-0.13, 0.20, -0.04], [0.04, 0.17, -0.08], [0.19, -0.17, -0.10], [0.12, 0.17, 0.05], [0.21, -0.04, -0.24], [-0.04, 0.11, 0.06], [0.01, 0.10, 0.04], [-0.01, 0.30, 0.21], [-0.01, 0.22, 0.02], [-0.01, -0.03, 0.01], [-0.12, 0.12, -0.01], [-0.06, -0.04, 0.09], [0.03, -0.12, -0.16], [0.01, -0.04, -0.03], [-0.12, -0.04, -0.10], [-0.01, 0.02, 0.17], [0.03, 0.13, 0.12], [-0.30, 0.10, -0.01], [-0.24, -0.06, -0.17], [0.03, -0.22, 0.24], [0.05, 0.34, -0.12], [0.26, 0.00, -0.29], [0.49, 0.36, 0.28], [-0.02, -0.01, 0.14], [-0.24, 0.12, 0.05], [0.18, 0.21, -0.17], [-0.07, -0.03, -0.01], [-0.04, -0.09, 0.02], [0.04, 0.00, -0.03], [0.00, -0.10, 0.03], [-0.11, 0.24, -0.42], [0.17, 0.18, 0.21], [0.23, 0.23, -0.09], [0.05, -0.15, 0.05]],
  "charge": -2,
  "total_energy_ha": -5116.93186,
  "homo_energy_ev": -0.47,
  "gap_ev": 2.7649,
  "largest_force_ev_per_a": 1.1,
  "e_lumo_ev": 2.29
}

- Which formula does entry 2 have?
  CH53BBrO28P